(1)
{"formula": "C2H6N4O2S", "method": "wB97M-V/def2-TZVPD", "smiles": "O=[S@@]1(N2CN2)=NO1.C=N", "de_lowest_ev": 5.992, "e_tot_ha": -847.19344, "fmax_ev_per_a": 5.05, "homo_lumo_gap_ev": 9.62, "spin_multiplicity": 1, "symbols": ["S", "O", "O", "N", "N", "N", "N", "C", "C", "H", "H", "H", "H", "H", "H"], "positions_angstrom": [[-1.406, 0.857, -0.756], [-1.544, -0.506, -1.233], [-2.589, 1.709, -1.308], [-1.101, 2.094, -1.572], [-1.495, 1.087, 0.887], [-0.431, 0.361, 1.524], [0.986, 0.501, -1.285], [1.284, -0.364, -2.108], [-1.770, -0.044, 1.783], [2.064, -0.208, -2.777], [-2.392, 0.120, 2.620], [-0.169, 0.878, 2.307], [-2.081, -1.040, 1.250], [1.637, 1.258, -1.500], [0.714, -1.277, -2.079]], "forces_ev_per_a": [[-2.16, -1.91, -2.52], [0.67, 0.58, 1.37], [-1.27, -0.01, 1.11], [2.00, 1.25, -0.58], [-0.34, 0.49, 0.68], [0.09, -1.67, 0.22], [0.40, 2.47, 1.24], [-1.04, -2.42, -0.04], [-1.04, -3.18, -3.79], [1.40, -0.15, -1.43], [-0.02, 0.84, 1.11], [1.03, 1.58, 1.28], [0.77, 1.93, 0.95], [-0.40, 0.68, 0.80], [-0.09, -0.46, -0.39]], "lowdin_charge": [0.616, -0.309, -0.275, -0.154, -0.184, 0.012, -0.002, -0.082, -0.160, 0.063, 0.099, 0.083, 0.143, 0.078, 0.073]}

***

(2)
{"formula": "C2H6N4O6", "method": "wB97M-V/def2-TZVPD", "smiles": "NC(N)(O)C(O)([N+](=O)[O-])[N+](=O)[O-]", "de_lowest_ev": 0.402, "e_tot_ha": -750.04880, "fmax_ev_per_a": 5.61, "homo_lumo_gap_ev": 9.86, "spin_multiplicity": 1, "symbols": ["O", "O", "O", "O", "O", "O", "N", "N", "N", "N", "C", "C", "H", "H", "H", "H", "H", "H"], "positions_angstrom": [[1.754, 1.963, 0.705], [0.865, -2.412, 0.044], [1.478, 1.211, -1.300], [-0.697, -0.163, -1.813], [0.583, -0.084, 1.793], [2.672, -1.319, -0.236], [1.522, -1.418, 0.061], [1.449, 1.112, -0.094], [-1.617, -1.181, 0.071], [-1.251, 1.095, 0.186], [-0.768, -0.138, -0.413], [0.712, -0.211, 0.448], [-0.023, 0.716, 1.986], [-0.345, 0.693, -2.198], [-1.169, -2.010, -0.011], [-2.030, -0.833, 0.961], [-2.325, 1.133, -0.016], [-0.809, 1.846, -0.173]], "forces_ev_per_a": [[-0.01, -0.29, -0.17], [-0.61, -1.74, 0.07], [0.57, 0.33, -0.16], [0.37, 0.75, 0.23], [-0.74, 0.49, -0.37], [0.95, 0.44, -0.05], [-0.38, 1.12, 0.22], [-0.14, -0.69, 0.40], [-1.75, 4.60, 0.02], [-4.59, -3.16, 0.62], [0.52, 0.39, 1.38], [-0.89, 2.15, -0.88], [1.04, -1.69, -0.76], [-0.32, -1.58, 1.03], [1.08, -3.27, 0.47], [0.75, -1.40, -0.86], [2.69, 0.23, 0.41], [1.44, 3.32, -1.59]], "lowdin_charge": [0.119, 0.124, 0.077, 0.032, 0.073, 0.156, -0.319, -0.321, 0.139, 0.101, -0.564, -0.250, 0.163, 0.126, 0.027, 0.121, 0.166, 0.030]}

***

(3)
{"formula": "C2H6N4OS", "method": "wB97M-V/def2-TZVPD", "smiles": "N/N=C\\NO/C=N\\S", "de_lowest_ev": 4.753, "e_tot_ha": -772.12358, "fmax_ev_per_a": 1.74, "homo_lumo_gap_ev": 9.54, "spin_multiplicity": 1, "symbols": ["S", "O", "N", "N", "N", "N", "C", "C", "H", "H", "H", "H", "H", "H"], "positions_angstrom": [[0.649, -0.496, 1.598], [-0.330, 1.767, -0.495], [0.090, 1.096, 1.761], [0.592, -1.919, -1.619], [-0.791, -1.616, -1.484], [-0.015, 0.557, -1.131], [-0.288, 1.862, 0.844], [-1.043, -0.394, -1.218], [0.861, 0.106, -0.761], [1.028, -1.382, -2.402], [-2.027, 0.030, -1.032], [-0.547, 2.904, 1.099], [0.645, -2.889, -1.845], [1.157, -0.598, 2.878]], "forces_ev_per_a": [[0.33, -0.15, 0.73], [-0.42, -0.12, -1.11], [-0.01, -0.10, 0.23], [-0.03, 1.36, -0.49], [-0.30, 0.34, -0.06], [1.35, -1.08, 0.23], [0.39, 0.61, 1.01], [0.74, 0.30, 0.38], [-0.92, 0.80, -0.38], [-0.54, -0.50, 0.75], [-0.07, -0.55, -0.20], [-0.07, -0.58, -0.10], [0.01, -0.54, -0.17], [-0.46, 0.21, -0.84]], "lowdin_charge": [0.732, -0.068, -0.345, -0.025, -0.042, -0.032, -0.354, -0.250, 0.077, 0.100, 0.129, 0.138, 0.061, -0.121]}

***

(4)
{"formula": "C2H6N4OS", "method": "wB97M-V/def2-TZVPD", "de_lowest_ev": 3.208, "e_tot_ha": -772.18036, "fmax_ev_per_a": 6.00, "homo_lumo_gap_ev": 10.10, "spin_multiplicity": 1, "symbols": ["S", "O", "N", "N", "N", "N", "C", "C", "H", "H", "H", "H", "H", "H"], "positions_angstrom": [[-1.199, 0.651, 0.460], [2.147, -0.622, 2.304], [0.327, 0.607, 1.316], [0.597, 0.113, -1.728], [-1.604, 1.070, -2.263], [0.282, -1.661, 1.370], [-0.533, 0.479, -1.308], [1.101, -0.563, 1.727], [0.705, 1.588, 1.506], [-1.703, 2.121, -1.846], [0.757, -2.867, 1.359], [-1.244, 1.155, -3.209], [-0.804, -1.527, 1.261], [1.171, -0.543, -0.951]], "forces_ev_per_a": [[2.34, -0.46, -0.69], [0.19, 0.81, -0.49], [0.72, 1.92, 0.36], [0.66, -2.56, 2.78], [1.75, 2.24, 4.03], [0.43, -4.40, -0.15], [-1.50, 1.56, -1.62], [-3.75, -1.10, -0.85], [-0.46, -2.28, -0.24], [0.03, -3.18, -1.55], [-2.10, 5.60, 0.39], [0.35, -0.17, 0.15], [3.29, -0.55, 0.18], [-1.95, 2.58, -2.32]], "lowdin_charge": [0.883, 0.070, -0.320, 0.057, -0.021, -0.002, -0.696, -0.684, 0.119, 0.111, 0.252, 0.046, 0.061, 0.124]}

***

(5)
{"formula": "C2H6N4OS", "method": "wB97M-V/def2-TZVPD", "de_lowest_ev": 7.594, "e_tot_ha": -772.01918, "fmax_ev_per_a": 6.10, "homo_lumo_gap_ev": 8.63, "spin_multiplicity": 1, "symbols": ["S", "O", "N", "N", "N", "N", "C", "C", "H", "H", "H", "H", "H", "H"], "positions_angstrom": [[-0.161, 2.267, -0.602], [1.899, -0.196, -0.668], [-1.382, -2.108, 1.102], [1.027, -1.145, -1.161], [-0.047, 1.342, 0.922], [-0.694, -1.054, 0.587], [-0.509, 0.183, 1.353], [-0.043, -1.379, -0.643], [-0.456, -2.061, -1.389], [2.959, -0.777, -1.027], [-0.438, 0.156, 2.425], [-0.791, -2.869, 1.296], [-0.658, 1.285, -1.280], [-2.251, -2.497, 0.544]], "forces_ev_per_a": [[0.56, -1.31, 2.56], [5.23, -3.05, -0.77], [-3.65, -0.94, 0.02], [4.40, 1.41, -2.59], [-1.95, -0.78, 0.32], [0.55, 2.03, -1.16], [2.42, 1.67, -3.23], [-3.45, -0.55, 1.58], [-1.50, -0.35, 1.10], [-4.83, 3.15, 1.70], [-0.40, -0.94, 0.39], [0.84, -1.03, 0.25], [-0.57, -0.89, -1.34], [2.35, 1.59, 1.17]], "lowdin_charge": [0.711, -0.171, 0.008, -0.085, -0.359, -0.170, -0.192, -0.235, 0.126, 0.273, 0.101, 0.061, -0.215, 0.147]}

***

(6)
{"formula": "C2H6N4S", "method": "wB97M-V/def2-TZVPD", "smiles": "[H]/N=N/N=S.[H]/N=C/C", "de_lowest_ev": 5.333, "e_tot_ha": -696.83008, "fmax_ev_per_a": 6.08, "homo_lumo_gap_ev": 8.38, "spin_multiplicity": 1, "symbols": ["S", "N", "N", "N", "N", "C", "C", "H", "H", "H", "H", "H", "H"], "positions_angstrom": [[-1.559, -2.611, 1.633], [-0.040, 0.852, 2.210], [1.268, -0.067, -0.208], [-0.428, -0.279, 1.954], [-1.077, -1.183, 1.645], [0.529, -0.262, -1.222], [-0.445, 0.893, -1.529], [1.941, -0.719, 0.016], [-1.390, 0.556, -1.965], [-0.577, 1.313, -0.513], [0.344, 1.464, -2.085], [0.890, 1.107, 2.024], [0.543, -1.064, -1.959]], "forces_ev_per_a": [[-1.77, -4.48, 0.00], [-2.80, 0.48, 1.45], [-1.71, 1.30, -0.83], [0.10, -0.92, -0.72], [2.60, 5.48, 0.39], [-0.64, 1.02, 0.57], [1.96, -1.16, 1.28], [1.77, -2.11, 0.03], [0.46, 0.51, -0.45], [-0.24, 0.36, -0.86], [-1.75, 0.42, -0.21], [1.62, -0.47, -0.89], [0.40, -0.44, 0.24]], "lowdin_charge": [0.551, 0.108, 0.066, -0.148, -0.593, -0.281, -0.079, 0.020, 0.070, 0.055, 0.093, 0.033, 0.106]}